No. 1
{
  "formula": "C5H13O2Pb",
  "method": "wB97M-V/def2-TZVPD",
  "symbols": ["C", "O", "C", "H", "H", "H", "H", "H", "C", "O", "C", "C", "H", "H", "H", "H", "H", "H", "H", "H", "Pb"],
  "xyz": [[3.086, 1.436, -1.002], [1.734, 1.735, -1.067], [0.866, -1.093, 0.657], [3.337, 0.735, -1.820], [3.695, 2.352, -1.112], [3.404, 0.924, -0.073], [1.667, -1.631, 1.194], [1.329, -0.824, -0.308], [-2.904, 0.560, -0.534], [-1.629, 0.053, -0.120], [-1.581, -1.390, -0.100], [-0.438, -1.883, 0.757], [-2.873, 1.654, -0.478], [-3.108, 0.248, -1.566], [-3.677, 0.178, 0.144], [-1.490, -1.742, -1.139], [-2.539, -1.743, 0.305], [-0.261, -2.923, 0.448], [-0.763, -1.918, 1.807], [0.728, -0.055, 1.092], [0.046, 1.233, -0.294]],
  "e_lumo_ev": -4.31,
  "max_force_ha_per_bohr": 0.114,
  "e_above_lowest_kj_mol": 173.5,
  "total_charge": 1,
  "energy_ev": -14728.340,
  "orbital_gap_ev": 8.644
}


No. 2
{
  "formula": "C39H55Br2N10O7P2V",
  "method": "wB97M-V/def2-TZVPD",
  "symbols": ["V", "O", "C", "C", "O", "O", "C", "C", "C", "C", "C", "C", "C", "C", "C", "C", "C", "C", "H", "H", "H", "H", "H", "H", "H", "H", "H", "H", "H", "C", "N", "C", "P", "O", "O", "P", "O", "N", "C", "C", "N", "C", "C", "N", "C", "C", "H", "H", "H", "H", "H", "H", "H", "H", "H", "H", "H", "H", "H", "H", "H", "H", "H", "H", "H", "H", "H", "H", "H", "H", "Br", "C", "C", "C", "N", "C", "C", "C", "C", "C", "Br", "C", "C", "N", "H", "H", "H", "H", "H", "H", "N", "C", "N", "O", "H", "H", "H", "H", "N", "C", "N", "C", "C", "C", "C", "C", "H", "H", "H", "H", "H", "H", "H", "H", "H", "H"],
  "xyz": [[-0.704, 0.820, -0.145], [0.406, 0.295, 1.615], [-0.171, -0.651, 2.529], [-1.647, -0.863, 2.066], [-2.385, -1.494, 2.810], [-1.934, -0.407, 0.910], [0.530, -2.000, 2.418], [0.200, -3.015, 3.316], [0.797, -4.259, 3.214], [1.732, -4.507, 2.214], [2.057, -3.502, 1.321], [1.456, -2.250, 1.419], [-0.081, -0.091, 3.946], [-1.158, 0.553, 4.546], [-1.031, 1.108, 5.813], [0.173, 1.025, 6.499], [1.257, 0.386, 5.906], [1.127, -0.168, 4.639], [1.164, 0.803, 1.983], [-0.540, -2.824, 4.083], [0.534, -5.040, 3.916], [2.201, -5.479, 2.137], [2.783, -3.688, 0.539], [1.698, -1.472, 0.709], [-2.113, 0.583, 4.039], [-1.885, 1.589, 6.274], [0.263, 1.441, 7.494], [2.199, 0.312, 6.433], [1.974, -0.667, 4.188], [0.689, -0.185, -4.246], [0.067, -1.428, -3.805], [-0.095, -2.405, -4.873], [0.296, -1.890, -2.233], [0.125, -0.709, -1.356], [-0.671, -3.122, -2.032], [-2.332, -3.127, -2.016], [-2.876, -1.912, -2.637], [-2.737, -4.464, -2.877], [-3.211, -4.389, -4.250], [-2.496, -5.807, -2.378], [-2.604, -3.372, -0.439], [-3.960, -3.114, 0.050], [-1.721, -3.992, 0.539], [1.764, -2.581, -1.953], [2.912, -1.703, -1.764], [2.103, -3.890, -2.495], [0.087, 0.255, -5.044], [1.700, -0.348, -4.638], [0.737, 0.524, -3.420], [-0.762, -1.997, -5.635], [-0.542, -3.319, -4.490], [0.860, -2.652, -5.350], [-3.380, -3.351, -4.521], [-4.153, -4.934, -4.348], [-2.490, -4.835, -4.943], [-2.154, -5.779, -1.347], [-1.736, -6.317, -2.979], [-3.414, -6.399, -2.418], [-4.530, -2.567, -0.699], [-3.895, -2.505, 0.952], [-4.475, -4.053, 0.277], [-0.688, -3.990, 0.199], [-2.026, -5.025, 0.744], [-1.786, -3.435, 1.470], [2.584, -0.736, -1.388], [3.464, -1.554, -2.699], [3.595, -2.144, -1.035], [1.213, -4.510, -2.573], [2.802, -4.388, -1.821], [2.576, -3.815, -3.480], [-4.475, 5.524, 3.007], [-3.349, 4.294, 2.141], [-2.238, 3.787, 2.795], [-1.455, 2.878, 2.111], [-1.715, 2.476, 0.868], [-2.787, 2.974, 0.237], [-3.636, 3.886, 0.852], [-3.024, 2.466, -1.140], [-4.028, 2.968, -1.950], [-4.205, 2.410, -3.206], [-5.569, 3.055, -4.328], [-3.387, 1.378, -3.623], [-2.394, 0.953, -2.758], [-2.205, 1.483, -1.550], [-1.996, 4.069, 3.809], [-0.591, 2.436, 2.586], [-4.513, 4.267, 0.353], [-4.671, 3.771, -1.626], [-3.518, 0.902, -4.582], [-1.748, 0.132, -3.027], [1.939, 4.461, 2.227], [1.876, 3.227, 2.822], [1.393, 3.197, 4.082], [2.254, 2.212, 2.229], [1.350, 5.203, 2.566], [2.105, 4.444, 1.233], [1.250, 4.038, 4.611], [1.398, 2.315, 4.575], [0.891, 2.040, -0.904], [1.859, 2.673, -0.936], [2.952, 3.393, -0.970], [3.055, 4.530, -1.907], [4.355, 5.282, -1.637], [4.635, 5.327, -0.139], [4.933, 3.918, 0.400], [4.206, 2.845, -0.414], [2.195, 5.181, -1.737], [3.012, 4.170, -2.938], [4.270, 6.282, -2.060], [5.186, 4.793, -2.151], [3.763, 5.745, 0.373], [5.466, 5.997, 0.078], [4.646, 3.848, 1.449], [6.004, 3.716, 0.347], [3.948, 1.985, 0.201], [4.824, 2.500, -1.247]],
  "multiplicity": 4,
  "e_lumo_ev": [-2.52, -2.63],
  "max_force_ha_per_bohr": 0.008,
  "e_above_lowest_kj_mol": 0.0,
  "total_charge": 1,
  "energy_ev": -254925.691,
  "orbital_gap_ev": [6.555, 7.994]
}


No. 3
{
  "formula": "C4H8IN2O",
  "method": "wB97M-V/def2-TZVPD",
  "symbols": ["C", "N", "C", "C", "N", "C", "O", "I", "H", "H", "H", "H", "H", "H", "H", "H"],
  "xyz": [[1.869, 0.955, 0.473], [0.406, 0.793, 0.126], [-0.164, -0.461, 0.395], [-0.797, -0.965, -0.966], [-0.670, -0.154, -1.993], [-1.472, -0.336, 1.339], [-2.160, 0.625, 1.295], [-1.856, -2.041, 2.537], [2.142, 0.752, 1.477], [2.174, 1.809, -0.013], [2.505, 0.265, -0.069], [-0.092, 1.515, 0.643], [0.389, -1.314, 0.639], [-1.211, -1.957, -1.151], [-0.385, 0.873, -1.762], [-0.678, -0.359, -2.970]],
  "e_lumo_ev": -5.22,
  "smiles": "CN[C@H](C=[NH2+])C(=O)I",
  "max_force_ha_per_bohr": 0.088,
  "e_above_lowest_kj_mol": 96.0,
  "total_charge": 1,
  "energy_ev": -17397.641,
  "orbital_gap_ev": 8.410
}


No. 4
{
  "formula": "C36H29BF2LuN8O3S2",
  "method": "wB97M-V/def2-TZVPD",
  "symbols": ["Lu", "O", "C", "C", "C", "C", "C", "C", "C", "O", "N", "N", "C", "C", "C", "C", "C", "C", "N", "H", "H", "H", "H", "H", "H", "H", "H", "H", "H", "C", "O", "C", "C", "C", "C", "C", "C", "C", "N", "C", "C", "N", "C", "C", "C", "C", "N", "C", "C", "N", "C", "C", "C", "C", "H", "H", "H", "H", "H", "H", "H", "H", "H", "H", "H", "H", "H", "H", "F", "B", "F", "S", "C", "N", "C", "C", "S", "H", "H", "H", "H", "H"],
  "xyz": [[0.082, 2.084, -0.954], [-1.198, 1.478, 3.183], [0.030, 1.842, 3.603], [0.433, 1.413, 4.867], [1.683, 1.731, 5.356], [2.548, 2.516, 4.600], [2.159, 2.957, 3.356], [0.908, 2.620, 2.826], [0.573, 3.008, 1.452], [-0.508, 2.488, 0.877], [1.367, 3.818, 0.805], [1.063, 3.919, -0.543], [1.483, 4.958, -1.243], [1.236, 5.082, -2.613], [1.221, 6.349, -3.247], [0.481, 6.576, -4.365], [-0.280, 5.495, -4.906], [-0.157, 4.255, -4.407], [0.731, 3.955, -3.351], [-1.317, 1.824, 2.276], [-0.265, 0.828, 5.445], [1.991, 1.369, 6.326], [3.523, 2.777, 4.986], [2.805, 3.575, 2.752], [1.973, 5.787, -0.736], [1.732, 7.161, -2.751], [0.421, 7.554, -4.813], [-0.962, 5.675, -5.722], [-0.682, 3.404, -4.812], [-0.770, -11.814, 0.802], [0.107, -10.863, 1.370], [-0.039, -9.564, 1.057], [-1.055, -9.041, 0.258], [-1.119, -7.682, 0.013], [-0.171, -6.813, 0.550], [0.854, -7.347, 1.343], [0.920, -8.694, 1.591], [-0.182, -5.386, 0.323], [0.739, -4.563, 0.784], [0.394, -3.330, 0.350], [-0.782, -3.390, -0.403], [-1.130, -4.712, -0.406], [-1.373, -2.244, -0.983], [-2.543, -2.247, -1.761], [-3.029, -1.060, -2.249], [-2.350, 0.122, -1.948], [-1.229, 0.154, -1.246], [-0.716, -1.002, -0.771], [0.531, -0.939, -0.035], [1.165, 0.256, 0.051], [2.275, 0.337, 0.768], [2.839, -0.753, 1.436], [2.246, -1.986, 1.315], [1.069, -2.098, 0.563], [-0.405, -12.783, 1.137], [-0.742, -11.779, -0.290], [-1.797, -11.671, 1.148], [-1.805, -9.688, -0.170], [-1.922, -7.312, -0.610], [1.590, -6.670, 1.748], [1.706, -9.111, 2.202], [-1.948, -5.114, -0.832], [-3.049, -3.179, -1.968], [-3.916, -1.025, -2.861], [-2.725, 1.074, -2.308], [2.747, 1.314, 0.826], [3.736, -0.616, 2.019], [2.644, -2.876, 1.779], [1.989, 2.212, -2.115], [1.140, 2.639, -3.150], [0.187, 1.601, -3.261], [-2.058, 3.641, -1.737], [-1.769, 5.038, -0.854], [-1.638, 6.223, -1.434], [-1.305, 7.365, -0.610], [-1.597, 6.972, 0.838], [-1.742, 5.140, 0.871], [-1.557, 6.282, -2.441], [-1.908, 8.222, -0.915], [-0.248, 7.620, -0.745], [-2.537, 7.385, 1.199], [-0.796, 7.256, 1.516]],
  "e_lumo_ev": -3.13,
  "max_force_ha_per_bohr": 0.046,
  "e_above_lowest_kj_mol": 100.1,
  "total_charge": 1,
  "energy_ev": -117270.605,
  "orbital_gap_ev": 5.456
}


No. 5
{
  "formula": "C5H10Cl2O",
  "method": "wB97M-V/def2-TZVPD",
  "symbols": ["C", "C", "C", "O", "C", "H", "H", "H", "H", "H", "H", "H", "H", "Cl", "C", "Cl", "H", "H"],
  "xyz": [[0.141, -0.378, -0.559], [0.861, 0.649, -1.386], [2.238, 0.621, -0.774], [2.056, 0.398, 0.583], [1.107, -0.656, 0.627], [0.020, -1.332, -1.017], [-0.875, -0.055, -0.328], [0.412, 1.629, -1.178], [0.707, 0.487, -2.384], [2.776, 1.590, -0.969], [2.790, -0.178, -1.282], [0.626, -0.686, 1.618], [1.629, -1.574, 0.386], [-3.443, 0.607, -0.135], [-2.749, -0.162, 1.342], [-3.736, 0.095, 2.746], [-2.812, -1.241, 1.155], [-1.750, 0.185, 1.555]],
  "e_lumo_ev": 0.79,
  "smiles": "C1CCOC1.ClCCl",
  "max_force_ha_per_bohr": 0.057,
  "e_above_lowest_kj_mol": 121.6,
  "energy_ev": -32438.557,
  "orbital_gap_ev": 10.829
}


No. 6
{
  "formula": "C12H31InN3O4",
  "method": "wB97M-V/def2-TZVPD",
  "symbols": ["C", "In", "C", "C", "O", "H", "H", "H", "H", "H", "H", "H", "H", "H", "H", "C", "O", "N", "C", "C", "H", "H", "H", "H", "H", "H", "H", "C", "O", "N", "C", "C", "H", "H", "H", "H", "H", "H", "H", "C", "O", "N", "C", "C", "H", "H", "H", "H", "H", "H", "H"],
  "xyz": [[-3.024, 3.208, 0.286], [-1.582, 2.334, -1.133], [-0.006, 1.176, -0.032], [1.308, 1.899, 0.063], [2.406, 0.957, 0.297], [-3.584, 4.006, -0.212], [-2.483, 3.661, 1.126], [-3.743, 2.492, 0.698], [-0.723, 3.647, -1.960], [-2.348, 1.204, -2.269], [-0.355, 0.947, 0.984], [0.147, 0.234, -0.570], [1.532, 2.478, -0.841], [1.298, 2.604, 0.906], [3.235, 1.413, 0.114], [-1.078, -0.659, 4.519], [-2.139, -1.164, 4.838], [-0.132, -1.281, 3.789], [1.139, -0.667, 3.467], [-0.411, -2.621, 3.312], [-0.794, 0.366, 4.809], [1.285, -0.580, 2.389], [1.960, -1.251, 3.894], [1.169, 0.337, 3.888], [-1.293, -2.629, 2.671], [-0.597, -3.303, 4.144], [0.447, -2.970, 2.740], [6.544, -0.672, -0.419], [6.087, 0.290, -1.002], [5.811, -1.678, 0.102], [6.425, -2.780, 0.800], [4.361, -1.641, -0.030], [7.629, -0.808, -0.260], [6.205, -3.734, 0.314], [6.079, -2.839, 1.835], [7.506, -2.644, 0.810], [4.060, -1.667, -1.077], [3.937, -0.737, 0.402], [3.955, -2.511, 0.483], [-5.434, 1.903, -3.639], [-4.894, 2.764, -4.302], [-5.087, 0.599, -3.662], [-5.716, -0.375, -2.809], [-4.000, 0.196, -4.537], [-6.261, 2.116, -2.938], [-4.994, -0.828, -2.125], [-6.191, -1.173, -3.388], [-6.483, 0.117, -2.210], [-3.092, 0.738, -4.278], [-4.251, 0.402, -5.580], [-3.834, -0.873, -4.409]],
  "e_lumo_ev": 2.23,
  "max_force_ha_per_bohr": 0.006,
  "e_above_lowest_kj_mol": 73.5,
  "total_charge": -1,
  "energy_ev": -30779.729,
  "orbital_gap_ev": 6.810
}


What did the first record say?
{
  "formula": "C5H13O2Pb",
  "method": "wB97M-V/def2-TZVPD",
  "symbols": ["C", "O", "C", "H", "H", "H", "H", "H", "C", "O", "C", "C", "H", "H", "H", "H", "H", "H", "H", "H", "Pb"],
  "xyz": [[3.086, 1.436, -1.002], [1.734, 1.735, -1.067], [0.866, -1.093, 0.657], [3.337, 0.735, -1.820], [3.695, 2.352, -1.112], [3.404, 0.924, -0.073], [1.667, -1.631, 1.194], [1.329, -0.824, -0.308], [-2.904, 0.560, -0.534], [-1.629, 0.053, -0.120], [-1.581, -1.390, -0.100], [-0.438, -1.883, 0.757], [-2.873, 1.654, -0.478], [-3.108, 0.248, -1.566], [-3.677, 0.178, 0.144], [-1.490, -1.742, -1.139], [-2.539, -1.743, 0.305], [-0.261, -2.923, 0.448], [-0.763, -1.918, 1.807], [0.728, -0.055, 1.092], [0.046, 1.233, -0.294]],
  "e_lumo_ev": -4.31,
  "max_force_ha_per_bohr": 0.114,
  "e_above_lowest_kj_mol": 173.5,
  "total_charge": 1,
  "energy_ev": -14728.340,
  "orbital_gap_ev": 8.644
}


> Which formula does entry 2 have?

C39H55Br2N10O7P2V


What did the fifth record say?
{
  "formula": "C5H10Cl2O",
  "method": "wB97M-V/def2-TZVPD",
  "symbols": ["C", "C", "C", "O", "C", "H", "H", "H", "H", "H", "H", "H", "H", "Cl", "C", "Cl", "H", "H"],
  "xyz": [[0.141, -0.378, -0.559], [0.861, 0.649, -1.386], [2.238, 0.621, -0.774], [2.056, 0.398, 0.583], [1.107, -0.656, 0.627], [0.020, -1.332, -1.017], [-0.875, -0.055, -0.328], [0.412, 1.629, -1.178], [0.707, 0.487, -2.384], [2.776, 1.590, -0.969], [2.790, -0.178, -1.282], [0.626, -0.686, 1.618], [1.629, -1.574, 0.386], [-3.443, 0.607, -0.135], [-2.749, -0.162, 1.342], [-3.736, 0.095, 2.746], [-2.812, -1.241, 1.155], [-1.750, 0.185, 1.555]],
  "e_lumo_ev": 0.79,
  "smiles": "C1CCOC1.ClCCl",
  "max_force_ha_per_bohr": 0.057,
  "e_above_lowest_kj_mol": 121.6,
  "energy_ev": -32438.557,
  "orbital_gap_ev": 10.829
}